# 1
Density functional theory data (wB97M-V/def2-TZVPD) for a cluster of 3 separate species, C3H12N2O2 in total.

Atoms and positions in Å:
C (0.575, -2.292, -0.242)
C (-0.314, -1.333, 0.548)
N (-0.319, 0.019, -0.032)
C (-1.417, 0.780, 0.370)
N (-1.230, 1.995, 0.637)
H (0.101, -2.584, -1.173)
H (0.802, -3.157, 0.380)
H (1.551, -1.821, -0.374)
H (-1.319, -1.743, 0.615)
H (0.099, -1.238, 1.559)
H (0.553, 0.520, 0.067)
H (-2.324, 0.172, 0.335)
H (-1.971, 2.621, 0.705)
H (2.417, 2.859, 1.663)
H (1.400, 2.070, 2.508)
O (2.271, 2.021, 2.106)
H (-0.784, 0.799, -2.746)
H (0.200, -0.247, -3.394)
O (-0.291, 0.559, -3.533)

Results
Structure (SMILES): [H]/N=C/NCC.O.O
E_HOMO: -9.41 eV
2S+1: 1
LUMO level: 0.86 eV


# 2
Density functional theory data (wB97M-V/def2-TZVPD) for a structure of composition C36H45AsHgN3OP2Si.

Atoms and positions in Å:
Hg (0.466, -0.464, 1.501)
C (4.204, 1.143, 1.939)
C (4.145, -0.245, 1.364)
C (5.286, -0.971, 1.079)
C (5.117, -2.249, 0.536)
C (3.865, -2.743, 0.272)
C (2.723, -1.935, 0.538)
N (2.924, -0.723, 1.113)
N (1.441, -2.240, 0.271)
Si (0.954, -3.401, -0.912)
C (2.071, -3.346, -2.424)
C (-0.750, -3.044, -1.551)
C (0.991, -5.147, -0.202)
H (5.004, 1.239, 2.674)
H (3.254, 1.398, 2.408)
H (4.394, 1.874, 1.148)
H (6.267, -0.565, 1.283)
H (5.986, -2.865, 0.331)
H (3.738, -3.740, -0.127)
H (1.995, -2.349, -2.872)
H (1.742, -4.070, -3.176)
H (3.124, -3.535, -2.214)
H (-0.799, -2.021, -1.935)
H (-1.530, -3.126, -0.794)
H (-0.972, -3.723, -2.380)
H (2.012, -5.524, -0.099)
H (0.436, -5.856, -0.822)
H (0.549, -5.154, 0.799)
N (-0.747, 2.306, -0.406)
P (0.917, 2.124, -0.059)
C (1.352, 3.788, 0.535)
C (2.581, 4.379, 0.242)
C (2.944, 5.580, 0.833)
C (2.088, 6.207, 1.728)
C (0.867, 5.623, 2.034)
C (0.506, 4.418, 1.450)
C (1.704, 2.032, -1.701)
C (2.284, 0.818, -2.058)
C (2.835, 0.648, -3.324)
C (2.809, 1.689, -4.235)
C (2.225, 2.906, -3.891)
C (1.678, 3.075, -2.631)
P (-1.770, 1.019, 0.088)
C (-3.237, 1.925, 0.681)
C (-3.660, 1.734, 1.991)
C (-4.769, 2.416, 2.480)
C (-5.454, 3.298, 1.659)
C (-5.039, 3.494, 0.346)
C (-3.942, 2.806, -0.143)
C (-2.411, 0.371, -1.495)
C (-3.446, -0.564, -1.446)
C (-3.936, -1.127, -2.611)
C (-3.382, -0.782, -3.839)
C (-2.340, 0.130, -3.892)
C (-1.855, 0.707, -2.723)
H (-1.130, 3.241, -0.458)
H (3.257, 3.905, -0.459)
H (3.897, 6.031, 0.588)
H (2.373, 7.144, 2.188)
H (0.194, 6.103, 2.735)
H (-0.445, 3.965, 1.708)
H (2.296, 0.000, -1.345)
H (3.283, -0.302, -3.588)
H (3.241, 1.559, -5.220)
H (2.198, 3.718, -4.607)
H (1.218, 4.021, -2.367)
H (-3.118, 1.045, 2.629)
H (-5.093, 2.260, 3.501)
H (-6.318, 3.830, 2.037)
H (-5.581, 4.175, -0.299)
H (-3.638, 2.934, -1.176)
H (-3.850, -0.869, -0.487)
H (-4.737, -1.854, -2.562)
H (-3.760, -1.230, -4.750)
H (-1.895, 0.395, -4.844)
H (-1.040, 1.419, -2.772)
C (-0.351, -3.265, 3.462)
As (-2.038, -3.105, 2.563)
C (-2.474, -4.887, 1.986)
C (-3.340, -2.666, 3.907)
O (-2.057, -1.986, 1.345)
H (-0.396, -4.086, 4.178)
H (-0.127, -2.330, 3.972)
H (0.421, -3.449, 2.714)
H (-2.311, -5.591, 2.801)
H (-1.839, -5.147, 1.142)
H (-3.517, -4.916, 1.676)
H (-3.452, -3.462, 4.643)
H (-4.287, -2.487, 3.400)
H (-3.023, -1.749, 4.400)

Results
E_HOMO (alpha / beta): -5.89 / -6.93 eV
2S+1: 2
<S²>: 0.754
LUMO level (alpha / beta): 0.57 / -0.33 eV


- Among the records above, which one has the highest 2S+1?
  C36H45AsHgN3OP2Si